No. 1
Here is C12H33AgF3O8 as an isolated structure in a non-equilibrium geometry from OMol25. Energies are from ωB97M-V/def2-TZVPD.

Element x y z (Å)
Ag -20.801 -23.380 -31.684
C -19.869 -20.879 -34.170
O -21.192 -20.678 -34.698
O -19.883 -22.028 -33.389
C -18.783 -20.802 -35.371
F -19.092 -21.152 -36.638
F -18.274 -19.549 -35.599
F -17.681 -21.488 -34.959
C -21.551 -19.395 -35.088
C -22.935 -19.499 -35.603
H -22.898 -20.281 -36.362
H -23.595 -19.942 -34.857
H -23.255 -18.516 -35.947
H -21.025 -18.921 -35.916
H -21.521 -18.753 -34.208
H -19.674 -20.100 -33.432
C -22.616 -26.396 -28.639
C -22.537 -24.907 -29.035
C -21.405 -24.250 -28.258
O -22.398 -24.565 -30.391
H -21.704 -26.990 -28.585
H -23.333 -26.890 -29.296
H -23.135 -26.610 -27.704
H -23.464 -24.473 -28.659
H -21.404 -23.161 -28.301
H -20.426 -24.710 -28.394
H -21.620 -24.504 -27.220
C -22.023 -19.898 -30.649
O -22.117 -21.277 -30.738
H -20.971 -19.672 -30.825
H -22.562 -19.474 -31.496
H -22.455 -19.501 -29.730
H -23.030 -21.473 -30.514
C -18.510 -21.966 -30.141
O -19.313 -23.007 -29.795
H -17.630 -22.010 -29.499
H -18.104 -21.950 -31.152
H -18.880 -20.962 -29.934
H -19.000 -23.222 -28.913
C -24.093 -22.375 -33.309
O -22.712 -22.760 -33.135
H -24.455 -22.225 -34.326
H -24.687 -23.234 -32.998
H -24.335 -21.559 -32.628
H -22.110 -22.367 -33.772
C -17.827 -25.242 -31.670
O -19.245 -25.262 -31.528
H -17.373 -26.061 -31.111
H -17.403 -25.337 -32.669
H -17.390 -24.338 -31.244
H -19.340 -26.200 -31.344
C -20.914 -25.354 -34.581
O -21.507 -25.199 -33.236
H -21.545 -26.011 -35.179
H -20.581 -24.423 -35.041
H -19.968 -25.850 -34.365
H -22.430 -25.432 -33.115

Output
Multiplicity: 2
Calculated total energy, eV: -41503.949
Gap between HOMO and LUMO (spin up / spin down), eV: 8.03 / 5.83
HOMO energy (spin up / spin down), eV: -7.64 / -7.62


No. 2
Here is C38H37F6N2O8S2Ti as an isolated structure in a non-equilibrium geometry from OMol25. Energies are from ωB97M-V/def2-TZVPD.

Element x y z (Å)
Ti 0.129 -0.283 0.026
F -3.776 -3.797 -1.355
C -3.659 -2.639 -0.741
F -3.876 -2.771 0.556
F -4.485 -1.750 -1.252
S -1.921 -2.067 -0.939
O -1.886 -0.673 -0.362
O -1.048 -2.953 -0.227
N -1.736 -2.005 -2.505
S -0.716 -0.903 -2.995
O -0.222 -1.094 -4.304
O 0.306 -0.663 -1.903
C -1.649 0.735 -3.059
F -1.366 1.298 -4.216
F -1.249 1.529 -2.071
F -2.944 0.508 -2.948
C 6.140 0.114 2.547
C 5.339 0.617 1.367
C 6.168 1.364 0.358
O 4.693 -0.448 0.685
C 3.445 -0.609 1.306
C 2.994 0.852 1.633
O 4.257 1.432 1.886
C 2.122 1.853 0.780
O 1.072 1.125 0.111
C 1.410 2.818 1.736
C 0.155 3.323 1.410
C -0.483 4.232 2.242
C 0.135 4.664 3.408
C 1.396 4.180 3.731
C 2.028 3.258 2.904
C 2.859 2.658 -0.285
C 3.691 3.712 0.087
C 4.332 4.476 -0.873
C 4.155 4.203 -2.224
C 3.314 3.169 -2.603
C 2.662 2.409 -1.638
C 2.623 -1.727 0.600
O 1.219 -1.360 0.777
C 2.843 -3.023 1.361
C 1.829 -3.672 2.045
C 2.099 -4.849 2.739
C 3.380 -5.373 2.754
C 4.399 -4.721 2.066
C 4.133 -3.553 1.371
C 2.872 -1.907 -0.893
C 3.337 -0.872 -1.696
C 3.425 -1.028 -3.070
C 3.033 -2.219 -3.664
C 2.558 -3.257 -2.871
C 2.486 -3.102 -1.494
H 6.932 -0.548 2.197
H 5.507 -0.429 3.249
H 6.592 0.954 3.074
H 6.923 0.684 -0.038
H 6.672 2.210 0.826
H 5.552 1.726 -0.464
H 3.616 -1.001 2.314
H 2.457 0.797 2.583
H -0.331 3.023 0.491
H -1.457 4.616 1.967
H -0.355 5.384 4.051
H 1.896 4.519 4.629
H 3.013 2.898 3.176
H 3.845 3.945 1.132
H 4.975 5.289 -0.563
H 4.657 4.803 -2.972
H 3.153 2.954 -3.652
H 2.006 1.611 -1.960
H 0.821 -3.281 2.023
H 1.300 -5.359 3.263
H 3.588 -6.290 3.292
H 5.402 -5.129 2.066
H 4.926 -3.054 0.826
H 3.643 0.068 -1.262
H 3.800 -0.212 -3.676
H 3.099 -2.341 -4.738
H 2.248 -4.190 -3.322
H 2.110 -3.917 -0.888
C -1.936 -0.863 4.993
C -1.419 0.473 4.447
C -2.501 1.558 4.497
C -0.156 0.929 5.192
C -1.039 0.272 3.028
N -0.705 0.127 1.943
H -2.203 -0.719 6.040
H -1.174 -1.641 4.936
H -2.823 -1.197 4.454
H -2.771 1.715 5.542
H -3.395 1.256 3.951
H -2.133 2.500 4.087
H -0.421 1.095 6.237
H 0.231 1.860 4.777
H 0.625 0.167 5.153

Output
Charge: +1
Calculated total energy, eV: -120453.943
Gap between HOMO and LUMO, eV: 7.85
HOMO energy, eV: -11.35


No. 3
Here is a single C5H9NO molecule in a non-equilibrium geometry from OMol25. Energies are from ωB97M-V/def2-TZVPD.

Element x y z (Å)
O -2.805 -0.042 -0.360
C -1.623 0.172 -0.028
C -0.668 0.467 -1.107
C 0.750 0.956 -0.558
C 1.380 -0.158 0.393
C 2.032 -1.232 -0.226
N 0.922 -0.253 1.796
H -1.409 0.301 1.054
H -0.544 -0.509 -1.604
H -1.092 1.202 -1.731
H 1.479 1.059 -1.412
H 0.565 1.989 -0.213
H 2.115 -2.193 0.215
H 2.584 -0.976 -1.131
H 1.107 0.542 2.409
H -0.030 -0.543 1.880

Output
SMILES: C=C(N)CCC=O
Calculated total energy, eV: -8866.221
Gap between HOMO and LUMO, eV: 10.10
HOMO energy, eV: -9.30


No. 4
Here is C21H37InNO4 as an isolated structure in a non-equilibrium geometry from OMol25. Energies are from ωB97M-V/def2-TZVPD.

Element x y z (Å)
C 5.040 3.191 0.600
C 5.060 1.749 0.129
C 6.263 1.398 -0.737
C 4.092 0.881 0.432
C 3.835 -0.332 -0.462
C 2.968 -1.398 0.249
C 1.545 -1.544 -0.346
C 1.627 -2.403 -1.620
C 0.715 -2.343 0.694
C -0.784 -2.475 0.339
In -2.125 -1.237 1.669
O -2.150 0.706 0.908
C -4.197 -2.103 1.783
C -5.203 -1.496 0.788
C -4.654 -1.588 -0.635
O -5.444 -0.145 1.190
C -6.797 0.201 1.352
C -7.298 1.128 0.256
C -7.778 0.655 -0.942
C -8.194 1.534 -1.901
C -8.165 2.887 -1.696
C -7.675 3.347 -0.505
C -7.247 2.479 0.461
H 4.101 3.440 1.091
H 5.175 3.802 -0.299
H 5.903 3.382 1.249
H 5.950 1.537 -1.781
H 7.055 2.111 -0.519
H 6.598 0.384 -0.553
H 3.434 1.013 1.286
H 4.787 -0.802 -0.722
H 3.366 0.063 -1.367
H 2.865 -1.192 1.317
H 3.440 -2.381 0.142
H 1.114 -0.558 -0.547
H 0.648 -2.775 -1.926
H 2.232 -3.281 -1.363
H 2.108 -1.883 -2.455
H 1.158 -3.351 0.688
H 0.887 -1.902 1.681
H -0.995 -2.306 -0.722
H -1.067 -3.521 0.526
H -1.421 -1.300 3.320
H -2.945 0.823 0.380
H -4.150 -3.176 1.543
H -4.548 -2.002 2.815
H -6.098 -2.140 0.816
H -3.671 -1.121 -0.725
H -5.323 -1.097 -1.352
H -4.573 -2.648 -0.891
H -6.860 0.790 2.279
H -7.469 -0.653 1.489
H -7.802 -0.417 -1.111
H -8.553 1.148 -2.852
H -8.502 3.544 -2.489
H -7.615 4.417 -0.327
H -6.850 2.879 1.388
C 11.222 0.683 -0.239
N 9.797 1.098 -0.353
O 9.035 0.336 -0.909
O 9.507 2.176 0.122
H 11.336 -0.290 -0.702
H 11.821 1.431 -0.749
H 11.466 0.643 0.819

Output
Charge: -1
Calculated total energy, eV: -37226.776
Gap between HOMO and LUMO, eV: 5.55
HOMO energy, eV: -4.05


No. 5
Here is a 2-piece molecular cluster, C2H6BrClOSi overall in a non-equilibrium geometry from OMol25. Energies are from ωB97M-V/def2-TZVPD.

Element x y z (Å)
C -0.415 1.719 0.635
C 0.005 -1.884 -0.557
O -0.573 1.157 -0.691
Si -0.646 -0.387 -1.214
Cl 2.252 -0.590 2.140
Br -1.447 -0.047 -3.229
H 0.036 2.730 0.632
H 0.036 1.034 1.437
H -1.480 1.928 0.872
H 2.193 -0.754 0.825
H 0.073 -2.233 0.538
H -0.033 -2.674 -1.387

Output
Multiplicity: 3
Calculated total energy, eV: -94658.156
Gap between HOMO and LUMO (spin up / spin down), eV: 5.38 / 8.35
HOMO energy (spin up / spin down), eV: -5.06 / -10.64


No. 6
Here is C5H6N as an isolated structure in a non-equilibrium geometry from OMol25. Energies are from ωB97M-V/def2-TZVPD.

Element x y z (Å)
C 2.147 -0.506 0.263
C 0.283 -1.167 -0.256
C 1.402 0.708 0.097
C -1.269 0.075 0.028
C -0.918 -1.306 0.299
N 0.094 0.272 -0.518
H 1.263 0.823 1.191
H 1.850 1.609 -0.207
H -1.914 0.269 -0.809
H -1.414 0.681 0.812
H -1.485 -2.136 0.617
H -0.038 0.679 -1.517

Output
Charge: +1
Calculated total energy, eV: -6756.089
Gap between HOMO and LUMO, eV: 8.85
HOMO energy, eV: -14.74


No. 7
Here is a 2-piece molecular cluster, C6H10O overall in a non-equilibrium geometry from OMol25. Energies are from ωB97M-V/def2-TZVPD.

Element x y z (Å)
C -1.979 0.038 0.351
C -0.526 -0.121 0.807
O -0.143 -1.519 0.977
C 0.844 -1.782 0.086
C 1.074 -0.680 -0.778
C 0.499 0.366 -0.182
C 0.883 1.773 -0.369
H -2.220 1.110 0.339
H -2.127 -0.358 -0.659
H -2.676 -0.453 1.039
H -0.418 0.310 1.807
H 1.732 -2.265 0.552
H 1.848 -0.711 -1.536
H 0.216 -2.107 -1.216
H 0.111 2.329 -0.896
H 1.061 2.245 0.608
H 1.822 1.824 -0.931

Output
Calculated total energy, eV: -8427.996
Gap between HOMO and LUMO, eV: 8.40
HOMO energy, eV: -7.51


No. 8
Here is a 3-piece molecular cluster, C29H49F20O10PS2 overall in a non-equilibrium geometry from OMol25. Energies are from ωB97M-V/def2-TZVPD.

Element x y z (Å)
C -5.034 -1.324 2.660
C -4.252 -1.933 1.405
C -4.829 -3.330 0.868
C -5.910 -3.237 -0.294
P -5.339 -2.663 -1.986
C -3.805 -3.778 -2.033
C -2.453 -3.172 -1.474
O -1.736 -4.260 -0.782
C -0.471 -3.801 -0.327
C -0.164 -3.873 1.238
O 0.423 -3.367 -1.067
C -4.405 -1.088 -2.448
C -3.659 -1.196 -3.888
C -3.123 0.222 -4.400
F -2.484 -0.070 -5.650
F -4.201 1.059 -4.723
C -2.001 0.881 -3.475
F -0.978 1.342 -4.355
F -1.499 -0.102 -2.613
C -2.488 2.220 -2.699
F -3.719 1.886 -2.065
F -2.623 3.185 -3.692
C -1.469 2.564 -1.527
F -1.813 1.709 -0.447
F -0.128 2.250 -1.812
S -1.502 4.314 -0.862
F -2.031 3.771 0.644
F 0.062 4.096 -0.308
F -0.920 4.971 -2.261
F -3.087 4.569 -1.248
F -1.468 5.840 -0.207
S -7.215 -1.543 -2.174
O -8.347 -2.549 -1.979
O -7.424 -0.993 -3.580
C -7.430 -0.108 -0.998
F -6.433 0.002 -0.006
F -7.264 1.067 -1.801
C -8.930 0.056 -0.407
F -9.910 -0.128 -1.405
F -9.029 1.436 -0.063
C -9.220 -0.747 0.929
F -10.525 -0.365 1.339
F -9.278 -2.134 0.788
F -8.391 -0.439 2.002
H -4.235 -0.978 3.411
H -5.652 -2.105 3.213
H -5.669 -0.413 2.434
H -4.135 -1.224 0.525
H -3.183 -2.152 1.771
H -5.374 -3.801 1.767
H -3.942 -4.010 0.673
H -6.343 -4.296 -0.423
H -6.790 -2.630 0.129
H -5.822 -3.429 -3.123
H -3.621 -4.141 -3.100
H -4.029 -4.724 -1.417
H -1.720 -2.804 -2.279
H -2.548 -2.329 -0.722
H -1.121 -3.900 1.844
H 0.532 -3.015 1.492
H 0.418 -4.842 1.407
H -5.138 -0.213 -2.608
H -3.699 -0.702 -1.629
H -4.498 -1.479 -4.622
H -2.888 -2.020 -3.934
C 2.711 2.462 -3.270
O 3.786 2.207 -2.387
C 3.393 2.197 -1.019
C 4.125 1.106 -0.242
O 3.686 -0.221 -0.527
C 3.989 -0.742 -1.822
C 5.470 -1.016 -2.063
O 6.194 0.198 -2.226
C 7.471 0.171 -1.616
H 2.430 3.520 -3.226
H 3.043 2.227 -4.283
H 1.849 1.830 -3.040
H 2.313 2.041 -0.917
H 3.649 3.176 -0.599
H 3.913 1.259 0.819
H 5.206 1.192 -0.351
H 3.559 -0.115 -2.604
H 3.464 -1.701 -1.878
H 5.587 -1.593 -2.986
H 5.868 -1.607 -1.229
H 7.409 -0.198 -0.587
H 7.851 1.194 -1.584
H 8.158 -0.448 -2.200
C 9.750 2.029 5.435
O 8.500 1.371 5.368
C 7.574 1.830 6.346
C 6.161 1.909 5.773
O 5.951 2.985 4.859
C 6.611 2.901 3.596
C 6.079 1.811 2.671
O 6.478 0.522 3.122
C 5.467 -0.459 2.965
H 10.318 1.674 6.301
H 10.306 1.791 4.527
H 9.626 3.115 5.482
H 7.857 2.817 6.729
H 7.590 1.113 7.175
H 5.479 2.099 6.606
H 5.852 0.959 5.338
H 7.692 2.832 3.726
H 6.425 3.864 3.109
H 6.496 1.947 1.669
H 4.988 1.891 2.610
H 4.508 -0.104 3.357
H 5.760 -1.340 3.538
H 5.366 -0.735 1.911

Output
SMILES: CCCC[PH](CCOC(C)=O)(CCC(F)(F)C(F)(F)C(F)(F)C(F)(F)S(F)(F)(F)(F)F)S(=O)(=O)C(F)(F)C(F)(F)C(F)(F)F.COCCOCCOC.COCCOCCOC
Calculated total energy, eV: -136639.050
Gap between HOMO and LUMO, eV: 7.66
HOMO energy, eV: -9.11


Among the records above, which one has the lowest calculated total energy? C29H49F20O10PS2


What is the formula in the fourth record? C21H37InNO4